1.
{
  "formula": "C63H153N7O17",
  "method": "ωB97M-V with the def2-TZVPD basis set",
  "elements": ["H", "H", "C", "C", "H", "H", "H", "C", "H", "H", "H", "H", "H", "H", "H", "H", "C", "H", "H", "H", "H", "H", "C", "C", "C", "H", "C", "H", "H", "C", "H", "H", "H", "H", "C", "C", "H", "H", "O", "H", "C", "C", "H", "H", "H", "H", "H", "H", "C", "H", "C", "C", "H", "H", "H", "N", "C", "H", "H", "H", "H", "O", "H", "H", "C", "C", "O", "H", "C", "H", "H", "H", "C", "H", "H", "H", "H", "H", "H", "N", "H", "H", "C", "H", "H", "H", "H", "H", "H", "C", "H", "C", "C", "C", "C", "N", "H", "C", "H", "C", "H", "C", "O", "C", "O", "H", "H", "H", "C", "C", "C", "H", "H", "C", "H", "H", "H", "H", "H", "H", "O", "H", "H", "H", "O", "N", "H", "H", "H", "H", "H", "O", "H", "H", "C", "H", "H", "C", "H", "H", "H", "H", "H", "H", "H", "C", "O", "C", "N", "H", "H", "H", "C", "H", "H", "H", "C", "H", "N", "H", "H", "H", "H", "C", "H", "N", "H", "O", "H", "C", "C", "C", "H", "H", "C", "H", "H", "C", "C", "C", "H", "O", "O", "H", "H", "H", "C", "H", "C", "C", "C", "H", "H", "C", "H", "H", "C", "O", "O", "H", "O", "H", "H", "H", "H", "O", "H", "H", "H", "H", "C", "H", "H", "H", "C", "C", "H", "C", "C", "H", "H", "H", "H", "O", "H", "H", "H", "H", "H", "H", "H", "H", "H", "C", "C", "H", "C", "H", "H", "H"],
  "positions_angstrom": [[-0.640, -7.887, -7.320], [6.726, -2.538, -1.274], [1.083, 2.236, 0.085], [-7.605, 6.381, 4.746], [2.954, -4.428, 6.050], [-2.346, -7.170, 4.510], [1.839, -7.489, -6.934], [-4.412, 4.156, 3.904], [1.861, 10.620, -0.883], [0.726, 10.393, 1.224], [6.348, -3.741, 4.584], [2.577, 6.720, 3.552], [3.081, -7.919, 4.156], [-6.941, -6.180, 7.046], [-4.163, 5.261, 1.388], [-8.580, 4.629, 3.668], [2.116, 9.730, -0.308], [4.139, 8.947, -1.310], [1.434, -3.299, -8.419], [-4.838, -6.149, 3.534], [-4.453, 3.251, -3.298], [-5.218, 1.199, -2.820], [-5.255, 3.831, -3.755], [6.033, -7.932, 5.110], [2.596, 9.326, 3.559], [-4.956, 4.873, -3.638], [-0.609, -8.077, -10.681], [0.828, 0.210, 1.882], [4.876, -5.463, 7.292], [-5.408, 3.286, -5.131], [-5.869, 5.022, 6.696], [0.024, 1.984, 0.149], [3.119, -7.222, -8.016], [3.358, 6.303, 2.044], [-5.948, 6.108, 6.670], [-6.360, -5.427, 6.514], [-4.188, 4.963, -5.646], [-7.676, 3.718, -5.072], [6.185, 2.934, 5.205], [2.272, -0.639, 1.504], [1.173, 2.443, -2.518], [-5.388, -4.283, 8.537], [2.311, -5.531, -9.077], [4.754, -3.009, 4.387], [-8.365, 1.372, -5.016], [-6.602, 3.987, 2.631], [2.248, -5.100, -7.321], [4.416, -7.877, 6.413], [2.036, -7.123, -7.941], [1.449, -8.948, -8.714], [-6.441, 8.442, 5.537], [-7.345, 1.674, -4.777], [8.463, -0.423, -0.155], [-6.330, -4.487, 9.044], [-6.812, 6.226, 7.324], [5.317, -5.845, 3.880], [-5.052, 4.420, -6.030], [4.974, -2.667, -4.544], [-6.760, -4.417, 6.602], [5.972, 3.757, 5.646], [4.128, 0.754, -2.511], [2.535, -0.786, -1.540], [3.271, 1.626, 1.584], [2.389, 10.344, 3.230], [1.973, 0.992, 0.032], [0.477, -3.728, -8.719], [4.861, -5.202, 2.769], [-7.022, 2.831, -6.526], [-6.661, 5.052, 2.854], [2.438, 11.735, 1.528], [5.216, -2.646, -1.285], [0.790, -0.945, 0.651], [0.307, -5.246, -8.289], [-4.433, -0.448, -6.811], [2.642, -4.925, 4.502], [6.085, -9.021, 5.111], [-7.398, 1.684, -3.688], [-2.137, -6.629, 6.108], [4.335, 2.079, -9.089], [3.781, 8.964, 1.378], [-8.043, 7.085, 4.039], [9.546, -0.416, -1.212], [-0.224, -7.554, -9.274], [4.042, 0.694, 0.553], [4.131, -9.045, 3.376], [-5.834, 5.178, -5.968], [2.107, 8.926, -1.044], [3.783, 2.419, -2.226], [1.305, 2.790, 0.997], [3.476, 1.566, -2.832], [0.283, -4.573, -6.114], [-2.903, -6.733, 5.339], [-6.435, 0.536, -5.340], [-3.624, -5.372, 5.174], [6.275, -7.643, 2.648], [-4.590, 2.103, -5.518], [4.278, 10.711, -1.341], [-4.173, -0.402, -5.754], [1.720, 9.207, 4.196], [3.936, -7.978, 3.483], [-2.858, -4.816, 3.242], [3.401, 9.972, 0.437], [7.589, 1.611, -6.448], [-4.954, 0.698, -5.005], [6.011, -3.165, -1.166], [6.566, 4.534, -1.252], [0.490, 4.024, -1.111], [5.911, 2.255, 5.821], [3.337, 1.523, 0.501], [-4.369, 6.010, 2.153], [-5.204, 5.474, 3.352], [6.746, 5.752, -0.371], [-2.083, -7.640, -8.315], [-6.348, -6.018, 5.086], [-5.600, -3.316, 8.081], [3.492, -7.602, 2.561], [-1.730, -4.447, 4.277], [-3.637, 0.720, -3.357], [-4.953, -0.523, -3.348], [1.065, 1.100, -4.541], [5.242, -2.436, -5.433], [3.948, 3.225, -8.179], [-1.596, -5.476, -10.403], [1.485, 3.103, -3.327], [4.942, 9.448, 1.971], [1.913, 0.352, -1.360], [1.508, 7.524, 0.843], [-5.006, 4.074, -7.063], [1.358, -6.074, 1.022], [0.507, -3.780, -9.807], [-7.239, -5.805, 4.496], [-2.880, -4.205, 7.146], [-5.747, 8.710, 6.333], [-0.202, -9.052, -10.946], [-4.990, -5.517, 4.410], [6.949, -6.812, 2.437], [7.874, 2.406, -5.998], [-4.992, -5.228, 7.339], [5.464, 9.745, -0.449], [1.997, -0.367, -4.221], [-5.213, -4.517, 4.039], [-1.248, -9.227, -8.384], [6.748, 1.847, -6.841], [6.969, -8.467, 2.809], [-3.334, 6.715, 4.711], [4.802, -5.172, 5.139], [4.517, 2.457, -8.229], [-4.699, 0.526, -3.503], [-3.979, -4.681, 6.433], [2.318, -5.143, 1.732], [-3.399, 6.337, 2.527], [6.424, -5.466, 6.502], [3.345, 11.419, 1.013], [-3.630, 4.469, 4.595], [-3.090, -0.335, -5.644], [-4.797, 6.874, 1.644], [2.771, 8.478, 2.314], [-7.422, 4.210, 4.700], [-5.205, 6.597, 4.343], [-0.467, -3.190, -8.627], [3.589, 1.748, -3.900], [4.262, 7.162, 3.279], [-3.907, 3.643, 3.085], [0.898, 9.500, 0.622], [8.643, -0.212, 3.372], [-0.364, -6.094, -9.300], [5.732, -4.890, 2.514], [1.594, -5.150, 1.106], [3.528, 9.306, 4.125], [-1.122, -8.151, -8.261], [1.314, -7.927, -9.071], [3.233, -5.229, 5.366], [-3.704, -6.633, 8.519], [0.404, -0.122, -3.421], [5.363, -7.338, 6.371], [-6.436, -7.090, 5.260], [-0.506, -6.067, -6.303], [-2.818, -4.391, 4.245], [5.349, -3.671, 5.016], [1.314, 0.359, -3.780], [5.941, -7.742, 7.202], [1.700, -6.238, -2.520], [8.722, -0.841, -0.976], [-4.578, -4.227, 9.264], [-3.538, -7.575, 5.614], [7.048, -7.539, 5.162], [5.398, -5.818, 6.403], [-7.453, 8.695, 5.854], [-7.609, 5.010, 3.984], [1.192, 3.191, -1.160], [1.977, 1.156, -2.561], [5.814, -1.677, -5.323], [-6.107, 3.672, -3.095], [1.455, 8.367, 1.532], [0.116, 2.274, -2.726], [1.456, -5.882, -3.374], [4.412, 9.823, -0.723], [8.333, 0.361, 2.670], [-1.702, -5.722, -9.481], [-1.673, -8.306, -10.741], [6.986, 5.394, -1.226], [-6.927, 5.602, 1.951], [-5.108, 6.592, 7.170], [-5.355, -6.751, 8.973], [-3.139, -3.291, 7.282], [-3.255, 2.368, -5.693], [5.240, -3.218, 6.001], [2.853, -6.173, 5.754], [-6.948, -0.402, -5.129], [3.466, 12.101, 0.171], [5.406, -7.342, 3.819], [-3.244, 2.206, -6.639], [-1.254, -4.657, -6.971], [-8.311, 6.286, 5.571], [-6.259, 6.876, 5.278], [-4.712, -6.617, 8.104], [-3.296, -3.411, 4.252], [3.284, 7.080, 2.804], [-0.288, -5.146, -6.844], [3.845, 2.361, 0.023], [0.594, 8.132, 2.157], [7.754, 0.985, 3.108], [4.210, 11.794, 1.559], [-4.030, 7.348, 4.518], [-0.013, 9.045, 0.234], [-4.775, -7.444, 7.397], [-6.355, 8.914, 4.558], [-6.631, 0.787, -6.382], [-5.085, 3.492, 4.447], [1.902, -7.700, -9.961], [1.890, -1.337, -1.091], [-4.429, -1.370, -5.323], [5.529, 8.715, 1.768], [1.420, -0.144, 1.038], [1.821, -5.707, -8.119], [2.137, 3.698, -0.962], [-6.932, 3.022, -5.457], [-0.525, -7.371, -11.507], [5.604, -7.730, 1.793], [1.480, -5.543, -1.899]],
  "mulliken_charge": [0.3634, 0.3023, -1.4269, -1.2316, 0.4636, 0.4142, 0.3607, -1.5767, 0.4511, 0.3064, 0.4783, 0.3774, 0.2817, 0.3097, 0.4192, 0.4213, -1.4802, 0.4201, 0.3534, 0.4262, 0.3485, 0.3013, -1.7290, -1.1881, -1.5505, 0.3535, -1.8778, 0.3833, 0.3996, 1.7553, 0.3217, 0.4373, 0.3818, 0.3627, -1.6612, -0.9446, 0.3734, 0.3384, -0.6161, 0.4297, -1.1140, -1.9852, 0.3576, 0.3318, 0.4360, 0.3782, 0.5906, 0.3373, -0.7843, 0.3963, -1.6037, -0.7092, 0.3189, 0.3857, 0.4303, 0.1057, -2.0962, 0.3169, 0.4082, 0.3060, 0.3610, -0.3335, 0.5755, 0.3362, 1.7783, -1.7473, -0.1926, 0.4210, -1.0352, 0.3316, 0.3005, 0.4310, 1.4264, 0.4022, 0.3000, 0.4839, 0.3305, 0.4163, 0.3082, 0.1360, 0.4067, 0.2976, 1.6627, 0.4002, 0.4383, 0.4580, 0.4722, 0.2348, 0.5469, -1.7741, 0.3620, -1.7114, -1.2670, 1.3650, -1.7720, 0.2690, 0.4085, -1.9819, 0.3731, -1.5621, 0.3957, 1.6467, -0.6353, 1.6976, -0.6126, 0.3265, 0.4565, 0.3160, -2.0070, -1.6994, 1.0660, 0.3070, 0.3759, -0.8540, 0.5385, 0.3610, 0.4024, 0.3608, 0.4660, 0.4154, -0.6198, 0.3132, 0.3815, 0.5098, -0.4865, 0.3208, 0.2764, 0.4931, 0.3044, 0.4735, 0.3715, -0.4731, 0.3211, 0.3908, -1.1445, 0.3841, 0.3022, 1.2867, 0.3725, 0.3949, 0.4542, 0.4350, 0.3242, 0.3752, 0.3348, 1.4063, -0.6097, -1.7157, 0.3766, 0.3356, 0.4540, 0.3920, -1.7355, 0.3079, 0.4225, 0.4029, 1.9334, 0.3100, 0.5399, 0.3703, 0.5240, 0.4444, 0.4607, -0.7563, 0.3045, 0.1678, 0.3185, -0.6418, 0.3484, -1.8004, -1.2336, -1.6838, 0.3820, 0.4200, -0.7531, 0.4058, 0.3056, -1.7438, -1.8585, -1.7911, 0.3982, -0.6125, -0.6196, 0.4143, 0.3055, 0.4155, -1.1304, 0.3869, -0.8467, -0.8349, 1.3111, 0.3034, 0.3013, -1.3652, 0.3672, 0.3072, -1.8543, -0.6144, -0.4586, 0.4520, -0.6320, 0.3575, 0.3887, 0.4433, 0.3361, -0.4298, 0.4237, 0.3060, 0.4710, 0.4832, 1.3851, 0.3434, 0.4132, 0.5231, 1.1182, -1.7389, 0.4107, -1.9847, -1.5658, 0.2264, 0.5216, 0.3193, 0.3750, -0.4694, 0.4576, 0.3467, 0.4363, 0.3076, 0.3383, 0.4242, 0.3514, 0.4269, 0.3791, -1.8539, -1.3543, 0.2544, -1.1495, 0.3750, 0.3627, 0.3009],
  "lumo_energy_ev": -0.06,
  "gap_ev": 7.647,
  "e_above_lowest_kcal_mol": 256.1
}

2.
{
  "formula": "C8H16O16S4",
  "method": "ωB97M-V with the def2-TZVPD basis set",
  "elements": ["S", "O", "O", "H", "O", "O", "O", "O", "H", "H", "O", "H", "H", "H", "C", "H", "C", "H", "C", "O", "H", "H", "S", "O", "H", "H", "C", "O", "O", "O", "H", "C", "C", "C", "O", "O", "H", "H", "H", "S", "C", "O", "S", "O"],
  "positions_angstrom": [[-3.754, -0.273, -2.886], [1.511, 1.095, 0.782], [1.928, 0.639, -3.170], [-0.067, 2.216, 0.017], [3.329, 2.286, -4.115], [0.138, -2.849, 4.920], [0.906, 2.355, -4.810], [0.019, -0.784, 1.156], [-3.913, 2.771, -1.600], [-1.291, -0.296, -0.290], [2.433, -1.194, 1.023], [1.638, -2.752, 3.611], [2.845, -1.236, 4.807], [2.933, -2.395, 6.146], [1.508, -3.015, 4.663], [2.866, -0.873, -4.313], [3.063, 0.043, -3.746], [-1.226, 0.507, 1.290], [-5.530, 1.409, -2.251], [-3.243, -1.546, -2.474], [3.423, 1.010, -5.713], [0.774, 1.178, -1.072], [1.475, -0.313, 1.659], [1.503, -0.091, 3.070], [4.831, 0.996, -4.602], [3.765, -0.398, -3.034], [-4.236, 1.735, -1.472], [-1.284, -1.454, 6.382], [-3.169, 0.917, -1.996], [0.161, -3.171, 7.456], [-6.295, 1.538, -1.488], [3.748, 1.056, -4.673], [2.267, -1.904, 5.435], [0.379, 1.221, -0.058], [-3.658, 0.028, -4.292], [1.222, -1.264, 6.190], [-5.736, 1.975, -3.155], [1.843, -4.045, 4.768], [-4.325, 1.672, -0.389], [1.761, 2.204, -3.667], [-0.638, 0.240, 0.397], [-5.287, 0.016, -2.381], [-0.088, -2.244, 6.385], [1.470, 2.988, -2.509]],
  "mulliken_charge": [1.1257, -0.3533, -0.3269, 0.3241, -0.3303, -0.3031, -0.5442, -0.3751, 0.3434, 0.2055, -0.5977, 0.0604, 0.3163, 0.2964, -0.1384, 0.2885, -0.3386, 0.2765, -0.3088, -0.5358, 0.2923, -0.2006, 1.1335, -0.4898, 0.2986, 0.3518, -0.4295, -0.5268, -0.2203, -0.5353, 0.3031, -0.3696, -0.2295, 0.2879, -0.5418, -0.3471, 0.2961, 0.3006, 0.3134, 1.1815, -0.1797, -0.3458, 1.1057, -0.5333],
  "lumo_energy_ev": 0.30,
  "smiles": "O=S1(=O)OCCO1.O=S1(=O)OCCO1.O=S1(=O)OCCO1.O=S1(=O)OCCO1",
  "gap_ev": 11.138,
  "e_above_lowest_kcal_mol": 40.3
}

3.
{
  "formula": "C20H45IrN2OP3S",
  "method": "ωB97M-V with the def2-TZVPD basis set",
  "elements": ["H", "C", "P", "H", "H", "H", "C", "C", "H", "H", "H", "S", "H", "Ir", "C", "C", "C", "C", "H", "H", "H", "H", "C", "H", "O", "H", "C", "C", "H", "H", "C", "H", "N", "H", "H", "C", "C", "H", "H", "C", "H", "C", "H", "C", "H", "H", "P", "H", "C", "H", "H", "C", "H", "H", "C", "H", "C", "H", "H", "N", "H", "H", "P", "H", "H", "H", "H", "H", "H", "H", "H", "H", "H"],
  "positions_angstrom": [[-0.934, 2.091, 1.953], [2.006, 0.728, 1.870], [0.325, 0.010, 1.709], [1.008, 2.042, 0.061], [0.686, 1.190, -3.696], [-1.599, -2.876, -3.131], [3.105, 5.941, 1.246], [0.474, -1.439, 2.814], [-0.342, 1.471, 3.519], [-4.566, 0.072, 0.219], [1.250, -2.127, 2.456], [1.654, -1.587, -0.732], [-0.834, -5.274, 0.674], [-0.437, -0.120, -0.534], [-0.791, 1.187, 2.559], [2.139, 6.374, 2.160], [1.607, -3.133, 0.056], [0.731, 0.096, -3.740], [0.066, 4.751, -1.552], [2.768, -5.383, 1.789], [-1.772, 0.734, 2.748], [0.761, -1.074, 3.810], [1.345, 5.051, -0.156], [2.348, 0.618, 2.908], [0.993, 4.597, -1.408], [-0.471, -1.980, 2.898], [-0.632, -2.401, -3.336], [-0.832, 1.801, -1.061], [-3.264, 0.950, 1.092], [3.410, -2.798, 0.819], [0.575, 1.601, -0.832], [0.472, -4.853, 1.814], [2.683, -3.517, 0.784], [-2.718, -3.103, -1.322], [0.634, -0.223, -4.785], [0.371, 5.433, 0.790], [0.780, 6.114, 1.940], [1.696, -0.247, -3.350], [1.263, 1.547, -1.683], [-2.165, 0.097, -3.482], [-0.446, -2.412, -4.419], [-3.519, 0.393, 0.181], [2.011, 1.796, 1.626], [3.169, -4.899, 0.891], [3.440, 4.891, -0.635], [2.416, 6.961, 3.035], [-0.640, -0.660, -2.802], [-0.679, 5.183, 0.596], [0.238, -5.072, 0.762], [0.171, -2.957, -2.836], [-0.222, -3.528, -0.638], [-2.683, -1.985, 1.627], [-2.509, -1.326, 2.489], [-2.010, -2.855, 1.666], [2.715, 5.244, 0.097], [-1.890, 0.645, -4.391], [-3.328, -2.211, -1.118], [0.026, 6.433, 2.661], [-2.900, -0.674, -3.732], [0.549, -3.938, -0.103], [-1.402, 2.364, -0.310], [2.705, 0.210, 1.201], [-2.465, -1.097, 0.044], [0.790, -5.962, 0.434], [-3.572, -1.700, -2.058], [4.168, 6.154, 1.375], [-4.260, -2.530, -0.627], [-3.723, -2.347, 1.659], [2.917, -5.486, 0.000], [-3.360, 1.045, -0.687], [4.258, -4.860, 0.987], [-1.142, 2.016, -2.094], [-2.612, 0.801, -2.772]],
  "lowdin_spin": [0.0015, 0.0016, 0.0680, 0.0065, 0.0007, -0.0001, 0.5440, 0.0046, 0.0066, 0.0078, -0.0001, 0.2135, 0.0004, 0.9245, 0.0387, 0.3278, 0.0335, 0.0214, 0.0016, 0.0012, 0.0000, 0.0010, 0.3057, 0.0002, 0.1635, 0.0000, 0.0064, 0.0977, -0.0001, 0.0020, 0.1482, 0.0002, 0.0200, 0.0005, 0.0029, 0.5459, 0.4962, 0.0003, 0.0243, 0.0020, 0.0015, 0.0403, 0.0005, 0.0024, 0.0167, 0.0043, 0.0487, 0.0215, 0.0016, 0.0003, 0.0032, 0.0330, -0.0001, 0.0002, 0.5379, 0.0008, 0.0254, 0.0149, -0.0001, 0.0131, 0.0248, 0.0006, 0.1539, 0.0007, -0.0001, 0.0166, 0.0053, 0.0068, 0.0006, 0.0008, 0.0000, 0.0031, 0.0002],
  "lumo_energy_ev": [-11.41, -14.89],
  "gap_ev": [4.822, 5.703],
  "total_charge": 4,
  "multiplicity": 6,
  "e_above_lowest_kcal_mol": 0.0
}